A cluster of 13 separate species, C46H126N8O15 in total in a non-equilibrium geometry, computed with ωB97M-V/def2-TZVPD.

Cartesian coordinates (Å):
C  -16.8630  -8.4599  12.2161
C  -15.9884  -8.7047  10.9463
C  -14.7646  -7.7266  10.6676
O  -14.1879  -7.9769  9.4074
C  -13.2449  -6.9847  8.9410
N  -15.5031  -10.0881  10.9040
H  -17.5479  -7.6121  12.2302
H  -16.1527  -8.2813  13.0234
H  -17.4612  -9.3422  12.4436
H  -16.5570  -8.7571  10.0179
H  -14.0515  -7.5531  11.4734
H  -15.2159  -6.7393  10.7660
H  -13.4673  -6.0326  9.4229
H  -13.2060  -6.9322  7.8530
H  -12.2451  -7.1808  9.3285
H  -14.5946  -10.0309  10.4664
H  -15.2035  -10.3177  11.8408
C  -18.3470  -20.1308  7.8392
C  -17.7918  -18.7576  7.4568
C  -16.8185  -18.1660  8.4998
O  -16.3196  -17.0117  7.8902
C  -15.5685  -16.1021  8.6627
N  -17.0726  -18.8398  6.1862
H  -19.0623  -19.8683  8.6186
H  -17.6671  -20.8180  8.3427
H  -18.9013  -20.6467  7.0551
H  -18.5988  -18.0484  7.2734
H  -16.0616  -18.8915  8.7978
H  -17.3659  -18.0019  9.4280
H  -14.5980  -16.5582  8.8579
H  -16.1228  -16.0318  9.5986
H  -15.5896  -15.1497  8.1329
H  -16.4460  -18.0546  6.0816
H  -17.6958  -18.6159  5.4235
C  -25.3516  -26.7699  10.8884
C  -25.1000  -26.3207  9.4538
C  -23.5594  -26.4743  9.0119
O  -22.7022  -26.0764  10.0692
C  -22.4374  -24.6664  10.3684
N  -26.0104  -27.0576  8.5853
H  -26.0876  -27.5650  11.0075
H  -25.7290  -25.9199  11.4568
H  -24.4848  -27.0469  11.4884
H  -25.3807  -25.2675  9.4383
H  -23.3705  -25.8104  8.1682
H  -23.2329  -27.4690  8.7085
H  -21.8765  -24.5302  11.2931
H  -23.3456  -24.0926  10.5532
H  -21.8111  -24.2104  9.6017
H  -26.9289  -26.8393  8.9441
H  -25.8824  -28.0116  8.8912
C  -23.6331  -17.9254  8.1938
C  -23.4417  -18.5500  9.6312
C  -22.5820  -17.6052  10.5753
O  -22.6470  -18.2421  11.8435
C  -22.1702  -17.3037  12.8256
N  -24.7560  -18.6146  10.1718
H  -24.5453  -17.3761  7.9609
H  -23.7606  -18.8031  7.5600
H  -22.7619  -17.3397  7.9003
H  -22.9747  -19.5348  9.6362
H  -22.9717  -16.5893  10.6398
H  -21.5226  -17.6480  10.3224
H  -21.4925  -16.5453  12.4336
H  -21.5527  -17.8374  13.5481
H  -23.0510  -16.8772  13.3054
H  -25.2423  -17.7294  10.1784
H  -24.7766  -19.0043  11.1034
C  -18.1892  -14.6526  1.0055
C  -17.1720  -15.8471  1.0960
C  -15.8768  -15.6549  1.9082
O  -15.1924  -14.5516  1.3764
C  -14.1463  -14.1134  2.2108
N  -17.8725  -17.0844  1.3338
H  -18.6952  -14.3773  1.9309
H  -19.0298  -14.9469  0.3770
H  -17.6729  -13.7334  0.7288
H  -16.8043  -16.1072  0.1034
H  -15.2429  -16.5412  1.9335
H  -16.2478  -15.4067  2.9027
H  -13.3724  -14.8792  2.1576
H  -14.4232  -13.8484  3.2312
H  -13.6066  -13.2634  1.7932
H  -17.7045  -17.6758  0.5324
H  -18.8192  -16.8466  1.0747
C  -16.4111  -26.3121  11.8957
C  -15.4612  -27.1930  12.6673
C  -15.9879  -28.3456  13.5757
O  -16.4626  -29.5861  12.9793
C  -17.4804  -30.1410  13.8885
N  -14.5129  -27.7789  11.7868
H  -15.9921  -25.5303  11.2622
H  -17.1020  -25.9568  12.6602
H  -17.0368  -26.8569  11.1887
H  -14.8249  -26.5349  13.2590
H  -16.7903  -27.9085  14.1700
H  -15.1119  -28.5133  14.2022
H  -17.1239  -30.5131  14.8489
H  -18.0054  -30.9272  13.3459
H  -18.3984  -29.5619  13.9892
H  -13.9749  -27.1596  11.1976
H  -14.9443  -28.3841  11.1029
C  -21.1522  -12.1842  10.0367
C  -20.0538  -13.1948  9.4883
O  -19.2980  -13.4138  10.5890
H  -20.9508  -11.1240  9.8834
H  -21.5390  -12.2855  11.0507
H  -21.9687  -12.2873  9.3221
H  -19.3670  -12.6282  8.8596
H  -20.4702  -14.0868  9.0203
H  -18.6615  -12.6970  10.6418
C  -16.8448  -10.2792  4.3184
C  -15.7275  -9.7387  5.2552
O  -14.5509  -9.4625  4.4433
H  -16.9963  -9.8300  3.3369
H  -17.7460  -10.2670  4.9316
H  -16.7354  -11.3471  4.1295
H  -15.4865  -10.5910  5.8906
H  -15.9779  -8.8825  5.8816
H  -13.8717  -9.1753  5.0579
C  -10.5765  -20.6929  4.2744
C  -12.0545  -20.5691  3.9922
O  -12.6282  -20.4872  5.2297
H  -10.4308  -21.6672  4.7410
H  -10.0513  -20.0240  4.9561
H  -10.0600  -20.6346  3.3164
H  -12.4287  -21.4489  3.4687
H  -12.3382  -19.7276  3.3602
H  -13.5299  -20.1961  5.0749
C  -10.2157  -18.6683  9.2168
C  -9.7610  -20.1162  9.1619
O  -10.7906  -21.0378  8.8317
H  -10.8712  -18.4518  10.0603
H  -10.6952  -18.4944  8.2535
H  -9.3318  -18.0306  9.2184
H  -9.2264  -20.4328  10.0574
H  -8.9778  -20.0011  8.4126
H  -11.0766  -20.6971  7.9809
C  -17.1946  -22.6684  1.6289
C  -18.6843  -22.5752  1.3755
O  -19.0678  -23.5515  0.4052
H  -16.4441  -22.4371  0.8730
H  -16.9442  -23.6800  1.9487
H  -16.9858  -21.9670  2.4367
H  -19.0968  -21.5897  1.1595
H  -19.1289  -23.0859  2.2296
H  -20.0238  -23.5740  0.3201
C  -14.4915  -11.9048  23.8396
O  -14.2576  -12.3078  22.4745
C  -13.7086  -11.4124  21.6145
C  -13.6554  -12.1563  20.3031
N  -13.4797  -11.1976  19.2388
C  -13.8579  -11.9401  18.0170
C  -13.4815  -11.1556  16.7066
O  -14.1031  -11.8702  15.6585
C  -13.2528  -12.8642  15.1441
H  -15.2151  -11.0936  23.9200
H  -13.5228  -11.5962  24.2325
H  -14.8293  -12.8264  24.3138
H  -12.7945  -10.9621  22.0016
H  -14.4648  -10.6424  21.4619
H  -14.6046  -12.6748  20.1679
H  -12.9811  -13.0025  20.4351
H  -12.4801  -11.0940  19.3398
H  -14.9405  -12.0145  17.9146
H  -13.4739  -12.9589  17.9648
H  -12.3988  -11.0322  16.6819
H  -13.8592  -10.1362  16.7866
H  -12.6334  -13.2423  15.9574
H  -12.7142  -12.4225  14.3058
H  -13.8596  -13.7241  14.8603
C  -10.9964  -18.9550  17.5246
O  -10.1839  -20.1352  17.4022
C  -10.9770  -21.3198  17.3920
C  -11.3046  -21.6972  15.9455
N  -12.6185  -21.1346  15.6441
C  -12.8832  -21.5843  14.2901
C  -14.1879  -21.0532  13.7110
O  -15.3326  -21.6380  14.2902
C  -16.5116  -21.0050  13.8149
H  -10.3545  -18.1008  17.7400
H  -11.6880  -19.1194  18.3508
H  -11.4713  -18.7921  16.5571
H  -11.7715  -21.4742  18.1220
H  -10.2369  -22.0837  17.6304
H  -11.3406  -22.7794  15.8208
H  -10.5066  -21.3544  15.2868
H  -13.3286  -21.6182  16.1752
H  -12.9289  -22.6734  14.2915
H  -12.0464  -21.2861  13.6585
H  -14.2468  -21.2038  12.6331
H  -14.1010  -19.9785  13.8715
H  -16.6100  -21.3392  12.7821
H  -16.5655  -19.9255  13.9553
H  -17.4155  -21.3180  14.3375

The calculation puts the HOMO energy at -8.7023 eV. The LUMO energy comes out at 0.2 eV. For the relative energy (zero: lowest compared OMol25 entry of this formula, charge and spin), the calculation gives 180.5 kcal/mol. The frontier orbital gap comes out at 8.875 eV.